1.
39
Properties=species:S:1:pos:R:3 method="wB97M-V/def2-TZVPD" charge=-2 orbital_gap_ev="2.10 / 5.41" e_above_lowest_kj_mol=78.0 lumo_ev="4.57 / 4.80" spin_multiplicity=2 homo_energy_ev="2.5 / -0.6" s2=0.750
Ag -1.0254 -2.4917 0.0690
F -0.2019 -4.9719 0.4568
F -2.8776 -3.5398 1.3666
C 2.0442 -1.5544 -1.4952
O 1.0423 -1.9917 -0.9003
N 2.1429 -0.2857 -2.0282
C 3.3606 0.1996 -2.6176
C 0.9795 0.6177 -2.0168
H 2.9023 -2.2026 -1.7315
H 3.7702 0.9886 -1.9869
H 3.1829 0.7104 -3.5639
H 4.1640 -0.5242 -2.7545
H 0.1334 0.3537 -2.6513
H 0.5586 0.7622 -1.0218
H 1.2390 1.6335 -2.3147
C 0.1954 -0.1843 2.5689
O -0.4636 -1.0744 1.9138
N 1.4507 -0.3108 3.0280
C 2.2504 -1.5008 2.6856
C 2.1832 0.8391 3.5695
H -0.1398 0.8363 2.8101
H 2.8596 -1.3079 1.8026
H 1.6397 -2.3342 2.3384
H 2.9887 -1.7043 3.4612
H 2.8176 0.5323 4.4011
H 2.7305 1.3922 2.8063
H 1.3979 1.4457 4.0205
C -3.0225 -0.0340 -1.6322
O -2.3061 -0.8839 -1.1294
N -3.3215 1.1951 -1.1446
C -4.1751 2.1804 -1.8502
C -2.9441 1.5122 0.2323
H -3.5764 -0.2004 -2.5690
H -3.7477 3.1816 -1.7957
H -5.1145 2.2407 -1.3006
H -4.5074 1.9344 -2.8587
H -2.8789 0.5775 0.7892
H -1.9508 1.9518 0.3225
H -3.7804 2.0121 0.7210

2.
69
Properties=species:S:1:pos:R:3 method="wB97M-V/def2-TZVPD" orbital_gap_ev=8.81 lumo_ev=-0.94 spin_multiplicity=1 homo_energy_ev=-9.8
C 3.9191 2.3417 0.7974
C 2.6409 2.0132 0.0287
C 1.4605 2.8631 0.4776
Cl 1.0708 2.5690 2.1995
C 0.2230 2.7771 -0.4597
O 0.3022 3.8609 -1.3331
C -1.1993 2.7425 0.1541
O -1.6773 1.3750 0.1028
S -0.5598 0.4311 -0.4901
O 0.2338 -0.0777 0.5723
O -1.1063 -0.4557 -1.4520
O 0.2102 1.5807 -1.2778
H 4.7850 1.9605 0.2551
H 4.0495 3.4186 0.9246
H 3.9157 1.8717 1.7800
H 2.7936 2.1929 -1.0404
H 2.4014 0.9584 0.1460
H 1.7567 3.9094 0.4220
H 0.5112 3.5409 -2.2197
H -1.8343 3.3076 -0.5260
H -1.2862 3.1328 1.1613
C 1.6005 -1.1844 -3.1955
C 1.5509 -2.2324 -2.2822
C 2.6420 -3.0717 -2.1303
C 3.7867 -2.8699 -2.8922
C 3.8338 -1.8214 -3.8131
C 2.7376 -0.9801 -3.9591
C 5.0408 -1.5861 -4.6559
O 5.0893 -0.6636 -5.4416
C 6.1874 -2.5273 -4.4996
C 7.3106 -2.3575 -5.3001
C 8.3898 -3.2139 -5.1666
C 8.3546 -4.2415 -4.2301
C 7.2381 -4.4157 -3.4305
C 6.1495 -3.5624 -3.5640
C 4.9525 -3.7797 -2.6998
O 4.9294 -4.6656 -1.8730
H 0.7495 -0.5263 -3.3089
H 0.6604 -2.3880 -1.6886
H 2.6230 -3.8880 -1.4214
H 2.7923 -0.1717 -4.6755
H 7.3222 -1.5514 -6.0206
H 9.2624 -3.0824 -5.7929
H 9.2009 -4.9077 -4.1258
H 7.1928 -5.2098 -2.6981
C -8.4130 2.4115 5.9601
C -8.9728 2.6899 4.7177
C -8.3602 2.2373 3.5619
C -7.1807 1.5069 3.6425
C -6.6147 1.2344 4.8887
C -7.2372 1.6862 6.0461
C -5.3381 0.4706 5.0073
O -4.8531 0.2269 6.0912
C -4.6805 0.0237 3.7463
C -3.4715 -0.6570 3.8234
C -2.8450 -1.0874 2.6659
C -3.4275 -0.8454 1.4272
C -4.6310 -0.1670 1.3429
C -5.2602 0.2741 2.5004
C -6.5455 1.0203 2.3830
O -7.0560 1.2294 1.3033
H -8.8963 2.7627 6.8623
H -9.8900 3.2605 4.6532
H -8.7841 2.4397 2.5880
H -6.7867 1.4620 7.0032
H -3.0347 -0.8391 4.7957
H -1.8974 -1.6067 2.7246
H -2.9385 -1.1828 0.5222
H -5.0928 0.0340 0.3859

3.
18
Properties=species:S:1:pos:R:3 method="wB97M-V/def2-TZVPD" charge=+1 orbital_gap_ev=8.37 e_above_lowest_kj_mol=261.1 lumo_ev=-4.74 spin_multiplicity=1 homo_energy_ev=-13.1
C -0.5927 1.7725 1.1090
C 1.0544 -0.3402 0.0548
C 1.4849 0.9999 -0.5252
C -0.3337 -0.8251 -0.0348
C -0.7686 -1.0074 -1.4567
N -0.8784 -1.7674 0.7570
O -0.8816 2.8430 1.8995
S 0.9420 2.3101 0.6466
H 1.5555 -1.0007 -0.5107
H 1.2843 -0.4984 1.1289
H 2.5489 0.9786 -0.6144
H 1.0690 1.2543 -1.5229
H -1.8200 -0.9943 -1.6069
H -0.3331 -2.0402 -1.7187
H -0.2079 -0.4595 -2.1726
H -1.7108 2.8567 2.3896
H -0.7788 -1.8355 1.7910
H -1.6333 -2.2463 0.3864

4.
28
Properties=species:S:1:pos:R:3 method="wB97M-V/def2-TZVPD" orbital_gap_ev=9.38 e_above_lowest_kj_mol=0.0 lumo_ev=0.49 spin_multiplicity=1 homo_energy_ev=-8.9
C -1.9218 -1.6145 0.6897
C -1.9579 -1.2945 2.1053
C -1.7971 0.1375 2.5162
C -2.1092 -2.2721 2.9998
C 3.7187 1.6038 -2.3165
C 1.2751 2.3250 -0.4614
C -1.8542 -0.7312 -0.3079
C -1.7937 -1.1202 -1.7390
O 1.9538 -0.3023 -0.9636
Si 2.7138 1.1257 -0.7716
Cl -0.6112 -2.4134 -2.0279
Cl -3.4111 -1.6945 -2.2969
H -1.9426 -2.6702 0.4508
H -2.5724 0.7543 2.0634
H -0.8283 0.5109 2.1857
H -1.8626 0.2344 3.5977
H -2.1385 -2.0764 4.0584
H -2.2169 -3.3011 2.7014
H 2.3896 -1.1024 -1.2415
H 4.0691 0.7221 -2.8477
H 3.1297 2.1881 -3.0181
H 4.5919 2.1946 -2.0566
H 1.4547 3.2959 -0.9124
H 0.3532 1.9275 -0.8755
H 1.1152 2.4840 0.6002
H -1.8396 0.3318 -0.1237
H -1.5245 -0.2903 -2.3930
H 3.6169 1.0474 0.3845

5.
112
Properties=species:S:1:pos:R:3 method="wB97M-V/def2-TZVPD" charge=-1 orbital_gap_ev="7.14 / 6.93" e_above_lowest_kj_mol=235.5 lumo_ev="1.84 / 1.59" spin_multiplicity=6 homo_energy_ev="-5.3 / -5.3" s2=8.763
Mn 0.0565 0.1608 0.8874
C -0.7818 4.2171 3.8488
Si -0.7637 3.1830 2.2358
C 1.0312 3.0800 1.5596
C -1.8296 4.2060 1.0014
N -1.1710 1.5140 2.2847
C -1.8966 0.8130 3.1769
C -2.5441 1.3181 4.3252
C -3.2099 0.4931 5.2045
C -3.2727 -0.8820 5.0173
C -2.6794 -1.4273 3.8880
C -2.0470 -0.5791 3.0157
F -1.4773 -1.1171 1.8431
H -0.1599 5.1008 3.7468
H -0.4180 3.6535 4.6996
H -1.7895 4.5567 4.0726
H 1.3826 4.0017 1.1080
H 1.0688 2.2840 0.7835
H 1.7374 2.8033 2.3387
H -2.0416 5.2033 1.3770
H -2.7823 3.7259 0.8006
H -1.3266 4.3188 0.0458
H -2.4820 2.3781 4.5038
H -3.6876 0.9354 6.0689
H -3.7647 -1.5239 5.7321
H -2.7015 -2.4867 3.6839
N 0.0338 0.9551 -2.2001
P 1.0541 -0.1101 -1.3168
C 1.2882 -1.5028 -2.4748
C 1.5084 -2.7716 -1.9566
C 1.7722 -3.8315 -2.8042
C 1.8357 -3.6222 -4.1714
C 1.6323 -2.3537 -4.6916
C 1.3562 -1.2942 -3.8476
C 2.7152 0.6125 -1.6357
C 3.8404 -0.1918 -1.4695
C 5.1057 0.3198 -1.6971
C 5.2583 1.6400 -2.0945
C 4.1461 2.4538 -2.2237
C 2.8816 1.9481 -1.9785
P -1.2497 1.5504 -1.2110
C -1.8227 2.9158 -2.2802
C -0.9835 3.6124 -3.1411
C -1.5032 4.5776 -3.9861
C -2.8542 4.8807 -3.9532
C -3.6791 4.2442 -3.0379
C -3.1685 3.2662 -2.2125
C -2.6390 0.4386 -1.6688
C -3.4561 -0.0846 -0.6750
C -4.4726 -0.9632 -1.0101
C -4.6788 -1.3176 -2.3336
C -3.8829 -0.7734 -3.3291
C -2.8714 0.1081 -3.0002
H -0.2357 0.6571 -3.1359
H 1.4721 -2.9169 -0.8869
H 1.9396 -4.8164 -2.3958
H 2.0630 -4.4419 -4.8329
H 1.7082 -2.1801 -5.7555
H 1.2191 -0.3012 -4.2613
H 3.7151 -1.2254 -1.1761
H 5.9746 -0.3106 -1.5665
H 6.2437 2.0343 -2.3026
H 4.2605 3.4895 -2.5151
H 2.0121 2.5838 -2.0604
H 0.0729 3.3829 -3.1593
H -0.8583 5.0872 -4.6890
H -3.2676 5.6068 -4.6387
H -4.7293 4.4905 -2.9810
H -3.8194 2.7475 -1.5229
H -3.2932 0.2121 0.3555
H -5.0973 -1.3731 -0.2307
H -5.4525 -2.0209 -2.5978
H -4.0373 -1.0560 -4.3580
H -2.2621 0.5512 -3.7782
C 6.1029 0.3059 6.4730
C 5.0506 0.1344 5.4200
C 5.3739 -0.3477 4.1621
C 4.4037 -0.5723 3.2014
C 4.7848 -1.0851 1.8492
C 3.0629 -0.3073 3.5070
Se 1.7160 -0.8328 2.2299
C 2.7205 0.2351 4.7502
C 1.3049 0.5801 5.1061
C 3.7256 0.4433 5.6851
H 7.0866 0.0700 6.0773
H 5.9072 -0.3552 7.3159
H 6.1155 1.3271 6.8476
H 6.4053 -0.5714 3.9267
H 5.8603 -1.2200 1.7621
H 4.4499 -0.3800 1.0871
H 4.2861 -2.0360 1.6599
H 0.7210 0.7989 4.2114
H 1.2756 1.4471 5.7653
H 0.8285 -0.2555 5.6221
H 3.4613 0.8404 6.6565
N -1.1039 -2.4633 -0.6473
C -1.7046 -3.3308 -1.5672
C -1.7341 -2.9736 -2.9145
C -2.3186 -3.8107 -3.8422
C -2.8643 -5.0044 -3.4256
C -2.8219 -5.3867 -2.1057
C -2.2363 -4.5532 -1.1679
S -3.7111 -5.9892 -4.6882
O -2.6648 -6.2840 -5.6608
O -4.7352 -5.0658 -5.1686
O -4.2296 -7.1569 -3.9883
H -1.4224 -1.5048 -0.7575
H -1.2037 -2.7855 0.3058
H -1.3024 -2.0257 -3.2011
H -2.3724 -3.5549 -4.8886
H -3.2629 -6.3309 -1.8319
H -2.1974 -4.8405 -0.1241

6.
16
Properties=species:S:1:pos:R:3 method="wB97M-V/def2-TZVPD" orbital_gap_ev=7.67 e_above_lowest_kj_mol=345.3 lumo_ev=0.40 spin_multiplicity=1 homo_energy_ev=-7.3
C -1.4449 2.0367 -0.1360
C -0.5508 0.9013 0.2574
C -0.7264 -0.1680 1.0747
C 0.2030 -2.1160 -0.1381
C 0.5468 -0.9688 0.8571
C 1.4569 -0.1413 0.0163
N 0.7616 0.8748 -0.3787
H -2.2964 2.0440 0.5489
H -1.8386 1.9251 -1.1570
H -0.9447 3.0143 -0.0743
H 1.0999 -2.6052 -0.5349
H -0.3666 -1.6946 -0.9730
H -0.4231 -2.8551 0.3603
H 1.0109 -1.3881 1.7574
H 2.4445 -0.3685 -0.3704
H 1.0681 1.5092 -1.1097

7.
63
Properties=species:S:1:pos:R:3 method="wB97M-V/def2-TZVPD" charge=-1 orbital_gap_ev="2.13 / 7.41" lumo_ev="2.94 / 2.88" spin_multiplicity=2 homo_energy_ev="0.8 / -4.5" s2=0.750
Ag 20.1515 -0.9312 -19.6729
C 21.3317 1.9834 -16.6894
C 20.6554 0.6448 -16.9186
C 20.0459 0.1862 -15.6507
O 19.6775 0.7214 -17.9608
H 20.5736 2.7588 -16.7999
H 22.1125 2.1971 -17.4194
H 21.7933 2.0283 -15.7030
H 21.4665 0.0223 -17.2965
H 19.4869 1.0341 -15.2549
H 20.7777 -0.0683 -14.8840
H 19.3589 -0.6444 -15.8131
C 18.7821 -3.8637 -17.5907
C 20.1043 -3.7915 -18.2117
C 20.9321 -5.1050 -18.0013
O 20.2118 -6.2081 -18.4751
C 20.7972 -7.4915 -18.2597
N 19.9688 -3.4261 -19.6493
H 18.1967 -3.0261 -17.9699
H 19.0200 -3.7082 -16.5384
H 18.3309 -4.7714 -17.9912
H 20.6208 -2.9486 -17.7524
H 21.1247 -5.1401 -16.9290
H 21.8912 -5.1515 -18.5170
H 21.8833 -7.4432 -18.1807
H 20.5745 -8.1201 -19.1219
H 20.2745 -7.9192 -17.4041
H 19.0458 -3.7992 -19.8199
H 20.4735 -4.1493 -20.1415
C 24.9516 -1.4859 -20.5715
C 23.6972 -1.8799 -19.7216
C 23.8683 -2.1996 -18.1740
O 24.2185 -0.8510 -17.6512
C 24.0488 -0.6664 -16.2549
N 22.6721 -0.8614 -20.0070
H 24.7833 -1.4269 -21.6468
H 25.7767 -2.1766 -20.3975
H 25.4333 -0.5781 -20.2083
H 23.4537 -2.8566 -20.1400
H 24.5689 -3.0316 -18.1024
H 22.9738 -2.5353 -17.6493
H 24.1457 0.3725 -15.9398
H 24.8688 -1.1987 -15.7729
H 23.1622 -1.1017 -15.7938
H 22.6998 -0.4339 -20.9217
H 22.9985 -0.1290 -19.3929
C 16.1427 1.0746 -20.2113
C 17.2180 0.1720 -20.8497
C 18.4924 0.7262 -21.5589
O 19.5006 -0.2213 -21.9196
C 18.9855 -0.7718 -23.1298
N 17.5372 -0.7531 -19.7568
H 15.3965 0.6315 -19.5517
H 15.5412 1.6064 -20.9485
H 16.6278 1.9003 -19.6908
H 16.6828 -0.3190 -21.6625
H 19.0452 1.2235 -20.7620
H 18.3629 1.3864 -22.4165
H 19.0917 -0.0689 -23.9561
H 18.0367 -1.2861 -22.9769
H 19.6860 -1.5638 -23.3947
H 18.0420 -0.1778 -19.0978
H 16.6327 -0.9039 -19.3332

8.
61
Properties=species:S:1:pos:R:3 method="wB97M-V/def2-TZVPD" orbital_gap_ev=8.63 e_above_lowest_kj_mol=504.8 lumo_ev=-0.05 spin_multiplicity=1 homo_energy_ev=-8.7
C 1.9168 -2.5268 -1.4535
C 2.7507 -1.2967 -1.1338
C 2.1590 0.0349 -1.5482
C 1.1524 0.4025 -0.7906
C 0.5235 1.6648 -1.2052
C -0.4839 2.3776 -0.6291
H 2.3136 -3.4478 -0.8732
H 1.6771 -2.8967 -2.4680
H 0.7980 -2.3982 -1.1060
H 3.7328 -1.3296 -1.7138
H 2.9880 -1.3059 -0.0703
H 2.3506 0.5645 -2.4257
H 0.7173 -0.1924 0.0787
H 0.8644 2.0238 -2.1507
H -0.6627 2.4505 0.3844
H -0.9917 3.2199 -1.1738
H 0.6030 2.2371 5.3546
H -1.0332 1.9636 5.0548
O -0.1173 1.6108 5.0022
H 1.3534 -3.3582 1.5218
H -0.0332 -2.7753 1.2343
O 0.6203 -2.9547 1.8849
H -1.5294 1.3100 -2.8676
H -1.2169 2.6298 -3.1160
O -2.0561 2.1380 -3.1308
H -0.7990 -0.4401 -1.4759
H -1.9318 -1.4232 -2.0870
O -1.5714 -0.4774 -1.9843
H -4.3251 2.3861 -2.8187
H -3.1118 2.5389 -1.9462
O -4.1693 2.5929 -1.9414
H -3.7227 -2.8751 -2.1334
H -2.4872 -2.8835 -1.3247
O -2.7402 -2.8906 -2.1315
H 0.0537 0.2317 -3.8301
H -0.8166 1.3498 -4.7449
O -0.0278 1.0647 -4.2349
H -3.0341 0.3492 -1.1654
H -4.2173 1.0286 -0.2446
O -3.4492 0.5109 -0.3327
H 5.9405 0.7368 0.8418
H 5.0626 1.9536 1.0355
O 5.1349 1.1515 0.4601
H -1.8734 0.4685 1.0735
H -0.7330 0.5826 2.1011
O -1.7832 0.5417 2.0402
H -2.4073 -1.2322 2.2201
H -3.4699 -1.2799 1.0825
O -3.0726 -1.8214 1.7992
H 3.2207 1.8020 2.7464
H 3.0510 3.2788 3.1223
O 3.6855 2.6215 2.6208
H -1.9684 -2.5806 0.9707
H -1.6795 -4.0470 0.7147
O -1.4994 -3.2312 0.2351
H 0.4363 0.2875 3.8245
H 0.8007 -0.9270 2.9414
O 0.8384 0.0370 3.0399
H 4.4042 -0.3187 1.2280
H 3.1324 -0.8330 2.1236
O 4.0114 -0.9920 1.7538